Entry 1:
C10H14CoN4O3S as an isolated structure, computed with wB97M-V/def2-TZVPD.

Last column: Löwdin charge in e.
Element x y z (Å)
Co1 -0.30 -0.09 0.06  0.454
N1 1.02 -1.02 -1.15  -0.049
C1 1.83 -1.87 -0.24  -0.135
C2 1.91 -1.27 1.16  -0.568
O1 2.62 -1.79 2.02  0.010
N2 1.09 -0.23 1.29  -0.055
C3 0.86 0.44 2.55  -0.104
C4 -0.56 1.02 2.51  -0.616
O2 -1.05 1.51 3.51  0.043
O3 -1.16 0.94 1.36  -0.125
H1 0.61 -1.58 -1.89  0.090
H2 1.61 -0.33 -1.59  0.108
H3 2.84 -2.05 -0.63  0.122
H4 1.33 -2.84 -0.16  0.111
H5 1.56 1.25 2.71  0.134
H6 0.95 -0.24 3.40  0.109
C5 0.07 -2.91 4.32  0.009
C6 -1.09 -2.27 3.63  -0.253
C7 -2.08 -1.55 4.22  0.040
C8 -3.09 -1.02 3.40  -0.282
N3 -3.12 -1.19 2.08  0.139
C9 -2.11 -1.82 1.50  -0.767
S1 -1.90 -1.91 -0.20  0.661
N4 -1.14 -2.40 2.28  0.127
C10 -4.17 -0.17 3.98  -0.007
H7 -0.01 -2.78 5.39  0.092
H8 1.01 -2.46 3.96  0.077
H9 0.11 -3.98 4.09  0.098
H10 -2.08 -1.38 5.28  0.130
H11 -0.39 -2.86 1.79  0.137
H12 -4.32 -0.36 5.04  0.083
H13 -5.10 -0.32 3.43  0.089
H14 -3.86 0.87 3.85  0.099

Output
HOMO level (spin up / spin down) = -8.433 / -8.508 eV
Multiplicity = 2
Relative energy (zero: lowest compared OMol25 entry of this formula, charge and spin) = 21.91 kJ/mol
Frontier orbital gap (spin up / spin down) = 8.176 / 8.261 eV
F_max = 0.3 eV/Å



Entry 2:
CH2NO3P as an isolated structure in a non-equilibrium geometry, computed with wB97M-V/def2-TZVPD.

Last column: Löwdin charge in e.
Element x y z (Å)
C1 -0.69 0.08 -0.04  -0.492
N1 -1.40 -0.94 0.10  -0.128
O1 1.60 -1.06 -0.89  -0.473
O2 1.59 1.47 -0.54  -0.512
O3 1.48 -0.09 1.49  -0.474
P1 1.21 0.10 0.00  -0.014
H1 -1.36 1.23 -0.20  0.114
H2 -2.42 -0.80 0.08  -0.021

Output
HOMO level (spin up / spin down) = 3.905 / 0.732 eV
Charge = -2
Multiplicity = 3
Relative energy (zero: lowest compared OMol25 entry of this formula, charge and spin) = 163.91 kJ/mol
Frontier orbital gap (spin up / spin down) = 3.791 / 5.535 eV
F_max = 5.7 eV/Å



Entry 3:
A 2-piece molecular cluster, C2H7NO overall, computed with wB97M-V/def2-TZVPD.

Last column: Löwdin charge in e.
Element x y z (Å)
C1 0.13 -0.05 -0.70  -0.105
C2 -0.01 0.11 0.70  -0.105
N1 -1.49 0.15 -0.17  0.049
O1 2.13 0.07 0.21  -0.400
H1 2.58 -0.76 0.35  -0.071
H2 -1.96 1.03 -0.32  0.093
H3 -2.11 -0.65 -0.14  0.092
H4 0.39 0.80 -1.31  0.112
H5 0.23 -1.03 -1.13  0.112
H6 -0.03 -0.75 1.35  0.112
H7 0.14 1.08 1.15  0.112

Output
HOMO level = -7.534 eV
Relative energy (zero: lowest compared OMol25 entry of this formula, charge and spin) = 426.65 kJ/mol
Frontier orbital gap = 8.000 eV
F_max = 0.8 eV/Å



Entry 4:
A 2-piece molecular cluster, C5H10O2 overall in a non-equilibrium geometry, computed with wB97M-V/def2-TZVPD.

Last column: Löwdin charge in e.
Element x y z (Å)
C1 -0.80 2.01 -1.30  0.156
C2 -0.75 1.36 -0.08  -0.081
C3 0.22 0.42 0.29  0.004
C4 0.40 0.02 1.61  -0.252
O1 0.45 1.00 2.50  0.158
C5 1.05 -1.25 2.09  0.030
H1 -1.78 2.14 -1.75  0.095
H2 0.06 2.30 -1.89  0.098
H3 -1.38 1.75 0.72  0.141
H4 0.74 -0.19 -0.44  0.146
H5 1.00 0.77 3.27  0.160
H6 0.72 -2.10 1.50  0.108
H7 0.95 -1.44 3.15  0.107
H8 2.10 -1.11 1.80  0.129
H9 -0.62 -1.83 -4.67  0.029
H10 -0.92 -2.38 -3.35  0.010
O2 -0.65 -2.67 -4.21  -0.039

Output
HOMO level (spin up / spin down) = -13.685 / -13.998 eV
Charge = +1
Multiplicity = 2
Relative energy (zero: lowest compared OMol25 entry of this formula, charge and spin) = 101.13 kJ/mol
Frontier orbital gap (spin up / spin down) = 8.252 / 7.292 eV
F_max = 3.4 eV/Å



Entry 5:
C6H18N2O as an isolated structure in a non-equilibrium geometry, computed with wB97M-V/def2-TZVPD.

Last column: Löwdin charge in e.
Element x y z (Å)
C1 -1.96 -1.25 -0.31  -0.043
C2 -3.04 1.10 0.82  -0.170
C3 -1.91 -1.05 -1.73  -0.127
O1 -1.99 0.57 0.04  -0.349
H1 -2.90 -1.56 0.13  0.101
H2 -1.05 -1.51 0.23  0.079
H3 -2.91 0.85 1.88  0.078
H4 -4.02 0.72 0.50  0.077
H5 -3.04 2.19 0.73  0.079
H6 -0.93 -1.14 -2.19  0.060
H7 -2.76 -1.41 -2.30  0.066
H8 -2.00 0.18 -1.39  0.146
C4 1.59 0.33 -0.74  -0.257
C5 2.30 -1.35 0.90  -0.109
C6 2.68 1.38 -0.50  -0.094
N1 1.22 -0.51 0.40  -0.311
N2 0.62 0.20 1.48  0.036
H9 1.19 1.00 1.77  0.068
H10 -0.28 0.53 1.15  0.040
H11 0.67 0.83 -1.07  0.100
H12 1.90 -0.34 -1.55  0.108
H13 2.73 -1.92 0.08  0.081
H14 3.11 -0.77 1.38  0.073
H15 1.89 -2.03 1.64  0.075
H16 3.63 0.92 -0.23  0.063
H17 2.41 2.08 0.29  0.060
H18 2.84 1.97 -1.41  0.070

Output
HOMO level = -8.371 eV
Relative energy (zero: lowest compared OMol25 entry of this formula, charge and spin) = 411.01 kJ/mol
Frontier orbital gap = 9.369 eV
F_max = 2.7 eV/Å



Entry 6:
C9H10Br12F3O3PS as an isolated structure in a non-equilibrium geometry, computed with wB97M-V/def2-TZVPD.

Last column: Löwdin charge in e.
Element x y z (Å)
O1 -1.68 -3.18 2.14  0.188
C1 -1.32 -3.05 1.02  -0.635
O2 -2.08 -3.19 -0.07  0.035
C2 -3.35 -2.51 -0.01  -0.135
C3 -3.25 -1.00 -0.20  -0.082
C4 -3.15 -0.19 1.05  -0.212
F1 -2.53 1.01 0.90  0.050
C5 -3.58 -0.52 2.27  -0.315
F2 -4.63 -1.28 2.52  0.149
F3 -3.03 -0.08 3.38  0.164
O3 0.00 -2.84 0.69  -0.224
P1 0.54 -1.31 0.56  0.291
S1 0.73 -0.33 2.19  0.202
H1 -3.93 -2.91 -0.84  0.132
H2 -3.89 -2.79 0.89  0.123
H3 -2.40 -0.77 -0.85  0.113
H4 -4.14 -0.70 -0.76  0.131
H5 -0.27 -0.65 -0.37  -0.012
H6 1.76 -1.50 -0.08  -0.103
C6 4.60 -3.31 0.32  -1.631
Br1 6.48 -3.52 0.70  0.589
Br2 3.54 -3.31 1.92  0.610
Br3 4.26 -1.75 -0.74  0.563
H7 4.30 -4.17 -0.27  -0.042
C7 0.52 3.81 0.54  -1.632
Br4 -0.62 4.59 -0.80  0.578
Br5 1.49 2.30 -0.14  0.563
Br6 1.69 5.12 1.32  0.597
H8 -0.13 3.44 1.33  -0.027
C8 -0.51 8.58 0.75  -1.664
Br7 -2.29 8.40 1.45  0.563
Br8 -0.52 9.30 -1.03  0.564
Br9 0.60 9.62 1.93  0.565
H9 -0.08 7.59 0.70  -0.095
C9 3.35 -3.88 -4.55  -1.640
Br10 5.21 -4.04 -4.12  0.573
Br11 2.26 -3.90 -2.97  0.553
Br12 2.99 -2.33 -5.63  0.580
H10 3.07 -4.75 -5.14  -0.030

Output
HOMO level = -9.120 eV
Frontier orbital gap = 8.835 eV
F_max = 1.5 eV/Å



Entry 7:
One molecule with the formula C3H5N3O in a non-equilibrium geometry, computed with wB97M-V/def2-TZVPD.

Last column: Löwdin charge in e.
Element x y z (Å)
C1 1.94 -0.33 -0.01  -0.249
C2 -1.49 -0.95 -0.16  -0.149
C3 -2.09 0.32 0.00  -0.278
H1 2.43 1.45 -0.09  0.010
H2 2.20 -1.44 0.00  0.130
H3 0.02 0.83 0.55  0.152
H4 -1.93 -2.00 -0.28  0.136
H5 -3.23 0.25 0.06  0.131
N1 2.86 0.57 -0.17  0.081
N2 0.57 -0.08 0.32  -0.019
N3 -0.22 -1.13 0.03  0.028
O1 -1.52 1.39 -0.06  0.026

Output
HOMO level = -9.300 eV
Relative energy (zero: lowest compared OMol25 entry of this formula, charge and spin) = 331.09 kJ/mol
Frontier orbital gap = 8.623 eV
F_max = 3.8 eV/Å



Entry 8:
A 2-piece molecular cluster, C3H8FNO overall in a non-equilibrium geometry, computed with wB97M-V/def2-TZVPD.

Last column: Löwdin charge in e.
Element x y z (Å)
C1 -1.40 -0.73 1.03  -0.079
C2 -0.07 0.09 0.95  -0.153
C3 -0.02 1.21 -0.05  -0.543
N1 0.61 1.08 -1.06  0.174
O1 2.15 -1.12 -1.73  -0.068
F1 -0.65 2.22 0.47  0.132
H1 -2.17 -0.45 0.22  0.108
H2 -1.86 -0.61 1.99  0.059
H3 -1.13 -1.71 0.86  0.028
H4 0.07 0.68 1.85  0.107
H5 0.82 -0.67 0.62  0.157
H6 1.71 -0.27 -1.68  -0.039
H7 0.59 1.90 -1.72  0.126
H8 1.37 -1.62 -1.76  -0.008

Output
HOMO level = -10.753 eV
Relative energy (zero: lowest compared OMol25 entry of this formula, charge and spin) = 137.53 kJ/mol
Frontier orbital gap = 11.588 eV
F_max = 6.2 eV/Å



Entry 9:
C24H25BCl2FN4O2PdS as an isolated structure in a non-equilibrium geometry, computed with wB97M-V/def2-TZVPD.

Last column: Löwdin charge in e.
Element x y z (Å)
Pd1 -0.47 2.12 1.05  0.531
N1 1.20 6.24 0.61  0.108
C1 0.73 4.99 0.55  -0.793
S1 0.14 4.31 2.05  0.648
N2 0.72 4.37 -0.61  -0.011
N3 0.33 3.14 -0.73  -0.022
C2 0.09 2.52 -1.93  -0.147
C3 0.08 3.29 -3.16  -0.179
C4 -0.97 3.13 -4.07  -0.041
C5 -1.07 3.94 -5.18  -0.066
C6 -0.11 4.92 -5.42  -0.061
C7 0.94 5.08 -4.52  -0.063
C8 1.03 4.29 -3.40  -0.029
C9 -0.30 1.16 -1.87  -0.184
C10 -0.34 0.33 -3.02  0.013
C11 -0.69 -0.99 -2.91  -0.020
C12 -1.00 -1.51 -1.65  -0.014
C13 -0.93 -0.66 -0.56  -0.106
N4 -0.58 0.61 -0.64  0.043
H1 1.18 6.73 1.49  0.094
H2 1.55 6.71 -0.21  0.117
H3 -1.75 2.41 -3.86  0.115
H4 -1.90 3.82 -5.85  0.110
H5 -0.20 5.56 -6.28  0.109
H6 1.69 5.84 -4.71  0.109
H7 1.86 4.41 -2.72  0.105
H8 -0.07 0.75 -3.98  0.122
H9 -0.72 -1.62 -3.78  0.121
H10 -1.29 -2.54 -1.52  0.111
H11 -1.17 -1.03 0.43  0.121
C14 2.04 -5.82 2.12  -0.046
C15 0.62 -5.24 2.19  -0.554
C16 -0.13 -5.96 3.31  -0.056
C17 -0.10 -5.49 0.86  -0.037
C18 0.65 -3.73 2.38  -0.160
C19 -0.31 -3.08 3.16  -0.010
C20 -0.39 -1.69 3.26  0.018
C21 0.52 -0.96 2.53  -0.198
O1 0.64 0.41 2.37  0.114
B1 1.72 0.55 1.51  -0.831
O2 2.27 -0.63 1.14  0.272
C22 1.51 -1.59 1.78  -0.158
C23 1.60 -2.96 1.69  0.076
H12 2.01 -6.90 2.15  0.087
H13 2.63 -5.48 2.97  0.095
H14 2.56 -5.53 1.21  0.076
H15 -0.06 -7.03 3.17  0.088
H16 -1.19 -5.71 3.31  0.078
H17 0.29 -5.71 4.28  0.096
H18 -0.11 -6.56 0.63  0.090
H19 0.39 -4.97 0.04  0.080
H20 -1.13 -5.14 0.91  0.086
H21 -1.02 -3.66 3.71  0.107
H22 -1.16 -1.22 3.85  0.114
H23 2.37 -3.40 1.09  0.129
Cl1 -2.76 2.95 0.36  0.587
C24 -3.40 2.75 2.00  -0.901
Cl2 -2.29 1.68 2.88  0.598
H24 -4.39 2.29 1.94  0.045
H25 -3.42 3.72 2.49  0.048
F1 2.08 1.76 1.09  0.224

Output
HOMO level (spin up / spin down) = -10.645 / -10.609 eV
Charge = +1
Relative energy (zero: lowest compared OMol25 entry of this formula, charge and spin) = 206.55 kJ/mol
Frontier orbital gap (spin up / spin down) = 6.290 / 6.215 eV
F_max = 4.5 eV/Å



Entry 10:
An isolated ion of composition C2H6NO and charge -1 in a non-equilibrium geometry, computed with wB97M-V/def2-TZVPD.

Last column: Löwdin charge in e.
Element x y z (Å)
C1 -0.29 -0.12 0.84  -0.594
O1 -1.50 0.38 0.94  -0.358
C2 0.22 -0.56 -0.60  -0.306
N1 1.25 0.33 -1.07  -0.051
H1 -0.09 -1.02 1.52  0.063
H2 0.54 0.59 1.16  0.058
H3 -0.62 -0.63 -1.30  0.082
H4 0.59 -1.60 -0.53  0.061
H5 1.78 0.89 -0.46  0.014
H6 1.52 0.30 -2.04  0.030

Output
HOMO level = -1.950 eV
Charge = -1
Relative energy (zero: lowest compared OMol25 entry of this formula, charge and spin) = 64.66 kJ/mol
Frontier orbital gap = 6.741 eV
F_max = 1.8 eV/Å



Entry 11:
C5H8F2S as an isolated structure in a non-equilibrium geometry, computed with wB97M-V/def2-TZVPD.

Last column: Löwdin charge in e.
Element x y z (Å)
C1 0.12 -0.45 1.71  -0.143
C2 -0.06 0.88 0.90  -0.651
C3 -0.88 0.92 -0.31  -0.283
C4 -0.77 0.10 -1.42  -0.331
C5 0.12 -1.08 -1.64  -0.078
H1 0.56 -1.24 1.12  0.025
H2 -0.86 -0.80 2.03  0.080
H3 0.76 -0.19 2.54  0.062
H4 -0.46 1.55 1.79  0.145
H5 2.08 0.48 0.10  -0.159
H6 -0.10 -2.20 -0.62  0.198
H7 0.03 -1.35 -2.96  0.156
H8 1.53 -0.44 -1.38  0.172
F1 -1.84 1.88 -0.36  0.059
F2 -1.86 0.36 -2.26  -0.006
S1 1.62 1.59 0.76  0.753

Output
HOMO level = -8.933 eV
Relative energy (zero: lowest compared OMol25 entry of this formula, charge and spin) = 470.86 kJ/mol
Frontier orbital gap = 8.993 eV
F_max = 5.0 eV/Å



Entry 12:
C37H41AsBCuN5O4P as an isolated structure in a non-equilibrium geometry, computed with wB97M-V/def2-TZVPD.

Last column: Löwdin charge in e.
Element x y z (Å)
Cu1 -2.02 -1.87 3.22  0.662
N1 -2.77 -3.78 2.35  0.014
N2 -1.80 -4.78 2.52  0.018
C1 -0.63 -4.48 3.14  -0.402
N3 0.33 -5.39 3.21  0.230
N4 -0.57 -3.27 3.68  0.082
N5 0.51 -2.77 4.31  -0.409
O1 1.57 -3.37 4.26  0.075
O2 0.33 -1.74 4.90  0.107
H1 -3.67 -4.06 2.74  0.124
H2 -2.87 -3.51 1.36  0.023
H3 -1.93 -5.70 2.12  0.171
H4 0.22 -6.32 2.83  0.135
H5 1.21 -5.09 3.63  0.110
C2 -1.60 -2.50 -2.29  -0.415
C3 -0.82 -1.43 -3.04  -0.443
As1 -0.29 -2.01 -4.87  1.301
C4 1.24 -3.17 -4.49  -0.416
C5 1.89 -3.68 -5.61  -0.129
C6 3.01 -4.48 -5.48  -0.080
C7 3.49 -4.80 -4.22  -0.085
C8 2.84 -4.31 -3.10  -0.088
C9 1.72 -3.51 -3.23  -0.117
C10 0.75 -0.39 -5.27  -0.412
C11 0.36 0.45 -6.30  -0.128
C12 1.05 1.62 -6.56  -0.087
C13 2.15 1.95 -5.78  -0.086
C14 2.56 1.11 -4.76  -0.084
C15 1.87 -0.06 -4.51  -0.115
P1 -1.90 -2.05 -0.49  1.074
C16 -2.56 -0.35 -0.68  -0.384
C17 -2.18 0.66 0.19  -0.109
C18 -2.75 1.92 0.11  -0.052
C19 -3.75 2.16 -0.82  -0.066
C20 -4.17 1.15 -1.66  -0.068
C21 -3.58 -0.10 -1.60  -0.105
C22 -0.12 -1.85 -0.04  -0.384
C23 0.67 -0.72 -0.17  -0.097
C24 2.02 -0.77 0.14  -0.058
C25 2.60 -1.96 0.55  -0.061
C26 1.83 -3.10 0.67  -0.093
C27 0.48 -3.04 0.39  -0.154
H6 -1.07 -3.45 -2.27  0.065
H7 -2.57 -2.67 -2.76  0.068
H8 0.10 -1.17 -2.51  0.037
H9 -1.43 -0.53 -3.14  0.067
H10 1.51 -3.43 -6.60  0.097
H11 3.51 -4.86 -6.36  0.106
H12 4.36 -5.43 -4.12  0.103
H13 3.21 -4.55 -2.11  0.096
H14 1.24 -3.13 -2.34  0.071
H15 -0.50 0.18 -6.91  0.091
H16 0.74 2.27 -7.36  0.104
H17 2.69 2.87 -5.98  0.104
H18 3.42 1.36 -4.16  0.102
H19 2.20 -0.72 -3.72  0.094
H20 -1.42 0.46 0.93  0.061
H21 -2.41 2.69 0.78  0.110
H22 -4.20 3.14 -0.87  0.109
H23 -4.95 1.33 -2.38  0.110
H24 -3.93 -0.89 -2.26  0.104
H25 0.25 0.22 -0.51  0.112
H26 2.62 0.11 0.03  0.110
H27 3.66 -1.99 0.77  0.112
H28 2.28 -4.03 0.98  0.105
H29 -0.12 -3.94 0.45  0.084
C28 -0.23 6.76 2.61  -0.039
C29 -0.12 5.93 3.90  -0.561
C30 1.20 6.26 4.61  -0.042
C31 -1.26 6.32 4.83  -0.064
C32 -0.16 4.45 3.55  -0.162
C33 0.90 3.90 2.80  -0.018
C34 0.99 2.56 2.50  0.032
C35 -0.02 1.74 2.97  -0.210
O3 -0.19 0.40 2.86  0.097
B1 -1.43 0.10 3.45  -0.423
O4 -1.96 1.27 3.98  0.164
C36 -1.11 2.28 3.67  -0.189
C37 -1.20 3.62 3.96  0.075
H30 -0.23 7.82 2.86  0.087
H31 -1.15 6.53 2.09  0.088
H32 0.60 6.56 1.94  0.078
H33 1.19 7.29 4.95  0.087
H34 2.06 6.13 3.95  0.076
H35 1.34 5.61 5.47  0.093
H36 -1.18 7.37 5.10  0.088
H37 -1.23 5.74 5.75  0.090
H38 -2.23 6.18 4.36  0.084
H39 1.69 4.56 2.45  0.112
H40 1.82 2.15 1.95  0.116
H41 -2.05 4.00 4.50  0.119

Output
HOMO level (spin up / spin down) = -10.295 / -10.295 eV
Charge = +1
Multiplicity = 2
Relative energy (zero: lowest compared OMol25 entry of this formula, charge and spin) = 29.44 kJ/mol
Frontier orbital gap (spin up / spin down) = 7.348 / 4.856 eV
F_max = 2.0 eV/Å